# 1
The following is a DFT calculation (ωB97M-V with the def2-TZVPD basis set) of 12 unconnected molecules or ions with the total composition H24O12.

ORCA input file:
```
! RIJCOSX wB97M-V def2-TZVPD def2/J DEFGRID3
* xyz 0 1
O -4.06 13.20 15.37
H -4.86 12.71 15.56
H -3.36 12.69 15.71
O -6.70 9.48 13.74
H -6.86 9.61 14.70
H -7.55 9.54 13.31
O -5.65 7.26 15.90
H -6.09 7.00 16.70
H -6.10 6.72 15.31
O -4.72 9.84 16.29
H -3.79 9.60 16.54
H -5.00 8.94 16.02
O -3.52 11.66 18.21
H -4.15 11.24 17.61
H -2.70 11.31 17.94
O -2.22 9.00 16.92
H -2.47 8.19 17.33
H -1.83 8.77 16.07
O -7.14 11.80 17.44
H -7.14 10.84 17.49
H -6.66 12.28 18.08
O -3.83 10.74 13.62
H -4.27 10.99 14.44
H -4.43 10.95 12.89
O -1.59 11.63 15.63
H -1.26 10.75 15.54
H -0.85 11.98 16.13
O -3.05 6.68 15.17
H -4.00 6.75 15.18
H -2.87 5.92 14.63
O -7.90 9.37 16.47
H -8.14 8.60 16.00
H -8.74 9.70 16.91
O -1.09 10.52 18.86
H -1.39 9.88 18.19
H -0.47 11.03 18.45
*
```

Computed properties:
* E: -917.228711 Eh
* SMILES: O.O.O.O.O.O.O.O.O.O.O.O
* lowest unoccupied orbital energy: -0.50 eV
* Kohn-Sham gap: 9.12 eV
* energy relative to the best compared isomer or geometry (same formula, charge and spin): 60.6 kcal per mole


# 2
The following is a DFT calculation (ωB97M-V with the def2-TZVPD basis set) of 18 unconnected molecules or ions with the total composition C12H53ClFN2O17.

ORCA input file:
```
! RIJCOSX wB97M-V def2-TZVPD def2/J DEFGRID3
* xyz 1 1
C 1.81 -2.37 -0.45
C 1.69 -3.24 -1.84
C 0.15 -3.72 -2.21
Cl -0.18 -3.73 -4.08
C -1.02 -2.85 -1.38
N -1.77 -3.67 -0.44
N -2.71 -2.91 0.14
C -3.59 -3.72 1.12
C -5.09 -3.83 0.39
C -3.03 -1.49 0.03
C -2.27 -0.49 -0.97
C -1.13 -1.31 -1.79
C -0.21 -0.50 -2.88
C -0.27 1.13 -2.55
C 0.66 1.95 -3.65
F 0.18 3.37 -3.61
H 1.62 -1.23 -0.75
H 2.95 -2.41 -0.12
H 1.11 -2.72 0.42
H 2.13 -2.69 -2.78
H 2.35 -4.21 -1.68
H 0.12 -4.88 -1.92
H -3.22 -4.83 1.24
H -3.76 -3.17 2.14
H -5.00 -3.45 -0.72
H -5.48 -4.96 0.42
H -5.80 -3.09 0.96
H -3.90 -1.04 0.69
H -2.57 0.63 -1.06
H -0.68 -0.71 -3.96
H 0.92 -0.78 -2.89
H 0.26 1.31 -1.50
H -1.35 1.58 -2.62
H 1.81 1.84 -3.44
H 0.36 1.52 -4.71
O -0.25 4.44 -0.81
H -0.72 3.73 -0.36
H 0.06 4.02 -1.63
O -1.29 7.54 -0.92
H -0.56 8.17 -0.99
H -0.86 6.68 -0.97
O -2.05 7.88 1.89
H -2.52 7.17 2.34
H -1.74 7.46 1.07
O 1.57 -4.41 -7.08
H 0.87 -4.98 -7.45
H 1.15 -4.00 -6.31
O 2.81 -1.73 2.08
H 2.19 -2.12 2.71
H 3.09 -0.90 2.51
O 0.06 5.92 3.17
H -0.20 6.83 2.94
H 1.03 5.93 3.05
O -4.15 -5.52 3.22
H -3.62 -5.55 4.03
H -4.84 -6.18 3.37
O -0.28 -5.45 1.74
H -0.57 -5.33 2.66
H -0.96 -5.01 1.22
O 5.89 -2.02 1.71
H 6.25 -2.43 2.52
H 4.94 -2.21 1.76
O -5.05 7.60 1.97
H -5.01 7.99 2.86
H -4.35 8.07 1.49
O 3.05 -2.09 4.81
H 3.58 -2.12 5.62
H 2.36 -2.75 4.95
O 3.35 0.75 -2.13
H 3.39 1.13 -1.24
H 4.05 1.21 -2.61
O 3.11 6.17 4.60
H 2.49 5.78 5.23
H 3.39 7.00 5.03
O 0.96 3.61 5.01
H 1.77 3.21 4.66
H 0.86 4.43 4.50
O 8.85 -2.87 1.50
H 9.26 -2.93 2.38
H 7.98 -2.47 1.67
O 0.06 -5.00 -9.71
H -0.20 -4.09 -9.93
H 1.03 -5.00 -9.82
O -4.79 4.86 2.88
H -4.81 5.67 2.36
H -5.71 4.56 2.91
*
```

Computed properties:
* E: -2437.103142 Eh
* lowest unoccupied orbital energy: -4.89 eV
* Kohn-Sham gap: 7.69 eV


# 3
The following is a DFT calculation (ωB97M-V with the def2-TZVPD basis set) of 2 unconnected molecules or ions with the total composition C5H11N2.

ORCA input file:
```
! RIJCOSX wB97M-V def2-TZVPD def2/J DEFGRID3
* xyz 1 1
C -2.65 -1.26 -0.12
C -0.47 -1.54 1.12
C -0.12 2.14 0.21
C 2.36 -0.61 -0.42
C 0.89 1.20 -0.31
N -1.53 -1.49 0.65
N 1.13 -0.03 0.02
H -3.41 -1.68 0.49
H -2.85 -0.29 -0.37
H 0.57 -1.14 1.20
H -0.97 1.60 0.64
H 0.28 2.94 0.78
H -0.61 2.63 -0.57
H 3.00 -0.74 0.41
H 2.36 -1.61 -0.66
H 2.86 -0.09 -1.12
H -2.44 -1.67 -1.07
H 1.62 1.64 -0.88
*
```

Computed properties:
* E: -306.240912 Eh
* lowest unoccupied orbital energy: -3.95 eV
* Kohn-Sham gap: 10.47 eV
* energy relative to the best compared isomer or geometry (same formula, charge and spin): 89.5 kcal per mole